# 1
The molecule C5H8BrCl in a non-equilibrium geometry, computed with ωB97M-V/def2-TZVPD.

Geometry as XYZ:
```
15
Properties=species:S:1:pos:R:3:nbo_charge:R:1
C 0.245 -2.770 -0.194 -0.442
C -0.312 0.002 2.101 -0.658
H -0.452 1.821 0.126 0.224
H -0.866 -2.876 -0.167 0.246
H 1.072 1.063 -0.472 0.239
H 0.887 -3.405 -0.742 0.227
C -0.289 -0.192 0.538 0.092
Cl 2.328 -1.044 0.154 -0.006
C 0.678 -1.587 0.142 -0.031
C -0.008 1.011 -0.284 -0.703
H 0.647 -0.128 2.534 0.226
H -0.648 1.085 2.366 0.217
Br -2.257 -0.701 -0.040 -0.103
H -0.996 -0.744 2.494 0.236
H -0.431 1.036 -1.268 0.238
```

Results
molecular weight = 183.48 u
HOMO-LUMO gap = 0.3882 Ha
LUMO = 0.67 eV
energy relative to the best compared isomer or geometry (same formula, charge and spin) = 40.6 kJ/mol
maximum force = 4.56 eV/A
HOMO level = -0.3636 Eh

---

# 2
The molecule C5H8BrN3 in a non-equilibrium geometry, computed with ωB97M-V/def2-TZVPD.

Geometry as XYZ:
```
17
Properties=species:S:1:pos:R:3:nbo_charge:R:1
H 2.218 2.019 -0.833 0.197
N -0.234 -1.583 -0.354 -0.306
C 1.339 2.511 -0.398 -0.438
N 0.956 1.648 0.707 -0.603
N 0.247 -0.309 -0.487 -0.415
H 1.046 2.033 1.670 0.418
C -1.304 -3.321 0.812 -0.639
C 0.350 0.519 0.536 0.375
H 1.752 3.558 0.065 0.220
C -1.413 -0.823 1.562 -0.152
H -0.713 -3.915 1.532 0.229
C -0.917 -1.866 0.751 0.019
H -1.149 -3.748 -0.257 0.252
H 0.521 2.593 -1.157 0.216
H -2.302 -3.320 1.263 0.224
H 0.781 -0.203 -1.330 0.383
Br -1.145 -0.762 3.477 0.021
```

Results
molecular weight = 190.04 u
HOMO-LUMO gap (alpha / beta) = 0.2869 / 0.2869 Ha
LUMO (alpha / beta) = 0.24 / 0.24 eV
energy relative to the best compared isomer or geometry (same formula, charge and spin) = 459.9 kJ/mol
maximum force = 4.85 eV/A
HOMO level (alpha / beta) = -0.2780 / -0.2780 Eh

---

# 3
A cluster of 2 separate species, C5H8BrN3O4 in total in a non-equilibrium geometry, computed with ωB97M-V/def2-TZVPD.

Geometry as XYZ:
```
21
Properties=species:S:1:pos:R:3:nbo_charge:R:1
C 0.494 0.646 -0.940 0.617
H 3.007 0.450 -0.423 0.228
H 0.619 1.977 0.574 0.423
C -2.262 -2.621 -0.214 -0.435
C -0.958 0.636 -0.713 -0.110
C -0.614 -1.090 1.021 0.831
O 0.138 -0.357 1.556 -0.586
H 2.994 1.686 1.030 0.228
H -3.007 -2.035 -0.775 0.249
N -1.435 -1.832 0.631 -0.506
O 0.994 -0.024 -1.865 -0.655
O -1.257 -0.751 -2.392 -0.521
H -2.786 -3.384 0.459 0.217
N -1.815 0.048 -1.492 0.398
H -0.249 -0.703 -2.391 0.510
N 1.183 1.392 -0.048 -0.580
Br -1.692 1.757 0.595 0.134
H -1.641 -3.063 -1.024 0.218
O -3.046 -0.025 -1.309 -0.436
H 2.950 2.215 -0.953 0.217
C 2.606 1.532 -0.125 -0.439
```

Results
molecular weight = 254.04 u
HOMO-LUMO gap (alpha / beta) = 0.3289 / 0.3289 Ha
LUMO (alpha / beta) = -0.17 / -0.18 eV
energy relative to the best compared isomer or geometry (same formula, charge and spin) = 35.6 kJ/mol
maximum force = 3.56 eV/A
HOMO level (alpha / beta) = -0.3353 / -0.3353 Eh

---

# 4
The molecule C5H8BrNO in a non-equilibrium geometry, computed with ωB97M-V/def2-TZVPD.

Geometry as XYZ:
```
16
Properties=species:S:1:pos:R:3:nbo_charge:R:1
H 2.130 1.116 0.186 0.227
H 0.145 0.910 1.707 0.178
Br -0.602 -3.094 0.024 0.045
H -0.298 -1.324 -1.748 0.245
N -1.312 0.871 0.228 -0.610
H 1.064 1.155 -1.213 0.205
C 1.065 -0.786 -0.134 -0.427
C -0.283 -1.301 -0.658 -0.335
H 0.069 2.417 0.768 0.208
C 0.009 1.334 0.697 -0.223
H 1.945 -1.140 -0.683 0.226
H -2.137 1.297 0.629 0.415
C -1.484 -0.375 -0.274 0.646
C 1.144 0.778 -0.154 -0.407
O -2.652 -0.718 -0.278 -0.608
H 1.199 -1.140 0.904 0.216
```

Results
molecular weight = 178.03 u
HOMO-LUMO gap = 0.3791 Ha
LUMO = 0.77 eV
energy relative to the best compared isomer or geometry (same formula, charge and spin) = 28.0 kJ/mol
maximum force = 3.02 eV/A
HOMO level = -0.3508 Eh

---

# 5
A cluster of 2 separate species, C5H8Cl2F2O in total in a non-equilibrium geometry, computed with ωB97M-V/def2-TZVPD.

Geometry as XYZ:
```
18
Properties=species:S:1:pos:R:3:nbo_charge:R:1
H -1.468 1.371 -1.703 0.064
H -2.724 -0.200 -1.506 0.224
F 3.335 1.677 0.588 -0.340
C 2.462 0.726 0.084 0.126
C 3.041 -0.719 0.341 0.119
F 2.024 -1.583 -0.171 -0.363
O -0.717 1.289 0.303 -0.528
H 3.023 -0.984 1.515 0.223
C -2.680 0.163 -0.434 -0.536
H -1.687 -1.733 0.269 0.223
Cl 4.529 -0.910 -0.571 0.023
H 1.450 0.954 0.431 0.238
C -1.496 1.060 -0.517 0.498
C -2.391 -0.893 0.582 -0.634
H -3.343 -1.316 0.972 0.216
H -2.000 -0.505 1.585 0.228
Cl 2.316 0.941 -1.649 -0.030
H -3.675 0.663 -0.117 0.250
```

Results
molecular weight = 193.02 u
HOMO-LUMO gap = 0.3965 Ha
LUMO = 0.76 eV
energy relative to the best compared isomer or geometry (same formula, charge and spin) = 29.8 kJ/mol
maximum force = 6.40 eV/A
HOMO level = -0.3686 Eh

---

# 6
A structure of composition C5H8Cl2N2PtS4Sb in a non-equilibrium geometry, computed with ωB97M-V/def2-TZVPD.

Geometry as XYZ:
```
23
Properties=species:S:1:pos:R:3:nbo_charge:R:1
H 3.504 -2.865 2.894 0.213
Cl 4.315 -1.687 1.034 0.025
C -1.020 0.081 -1.789 -0.055
Pt 1.419 0.308 0.021 0.424
Sb 2.439 3.277 -0.882 1.358
H -1.396 -1.534 0.948 0.199
H -3.149 0.523 -2.261 0.219
H -4.096 -1.849 0.360 0.206
S 2.383 1.043 -1.836 -0.553
S 0.431 4.255 -1.227 -0.864
C -3.962 -0.804 0.083 -0.398
C -1.474 -0.983 0.025 0.179
H 3.543 -1.089 3.173 0.231
H -4.718 -0.541 -0.652 0.215
N -2.656 -0.604 -0.505 -0.335
N -0.469 -0.592 -0.726 -0.519
C -2.373 0.079 -1.665 -0.099
H -0.392 0.558 -2.522 0.259
Cl 1.583 -1.804 2.119 -0.043
S 4.371 4.394 -1.154 -0.841
C 3.329 -1.884 2.468 -0.391
H -4.092 -0.173 0.962 0.211
S 2.484 1.895 1.134 -0.643
```

Results
molecular weight = 612.15 u
HOMO-LUMO gap = 0.2236 Ha
LUMO = 2.08 eV
net charge = -1
energy relative to the best compared isomer or geometry (same formula, charge and spin) = 112.8 kJ/mol
maximum force = 1.13 eV/A
HOMO level = -0.1473 Eh